Entry one
Entry from the OMol25 dataset: a molecular structure, C9H19NOS (ωB97M-V with the def2-TZVPD basis set).

Properties
* multiplicity: 1

Element x y z (Å)
C: 0.08535 -2.25097 1.27591
C: -3.58450 -0.26343 -0.78617
C: -2.81097 0.92537 -1.25402
C: -2.46178 0.30621 0.05582
C: -2.53910 0.92227 1.39004
C: 2.88587 1.21318 0.44447
C: 2.67418 -1.18043 -0.29024
C: 1.80107 0.76781 -1.59083
C: 1.87549 0.16661 -0.19192
N: 0.66896 0.08565 0.63402
O: -0.43671 -1.33357 -1.28350
S: -0.45482 -1.08577 0.12226
H: -0.55502 -3.20031 1.41514
H: 0.21946 -1.80290 2.20078
H: -4.63974 -0.26508 -0.29129
H: -3.54457 -1.28524 -1.13833
H: -2.07186 0.68592 -2.01151
H: -3.19475 1.85534 -1.17873
H: -3.07190 1.97144 1.49052
H: -1.65667 1.18171 1.91768
H: -2.99986 0.29520 2.04934
H: 3.90824 1.28905 -0.00797
H: 2.31464 2.09627 0.44587
H: 2.98376 0.96012 1.56082
H: 2.10998 -1.70287 -1.02686
H: 2.51275 -1.69524 0.55233
H: 3.79380 -1.11180 -0.58467
H: 1.44444 1.68620 -1.45543
H: 2.74749 0.87438 -1.91560
H: 1.13019 0.06918 -2.12819
H: 0.86659 -0.17429 1.58026

In elementary charge units, the Mulliken charges are: C -1.17; C -0.53; C -0.83; C 0.91; C -1.48; C -1.65; C -1.61; C -1.84; C 0.96; N -0.22; O -0.59; S 0.87; H 0.27; H 0.38; H 0.23; H 0.23; H 0.17; H 0.36; H 0.33; H 0.38; H 0.37; H 0.38; H 0.51; H 0.35; H 0.49; H 0.58; H 0.31; H 0.50; H 0.57; H 0.40; H 0.36



Entry two
Entry from the OMol25 dataset: 2 unconnected molecules or ions with the total composition C9H19NOS (ωB97M-V with the def2-TZVPD basis set).

Properties
* multiplicity: 1

Element x y z (Å)
C: -0.25891 -0.64569 2.01845
C: -0.61032 -0.19221 0.63837
C: -1.59985 -1.01069 1.38018
C: -0.17745 0.25711 3.28534
C: -1.79568 -2.48922 0.96591
C: -2.88040 -0.31472 1.73995
C: 1.11685 1.93873 -3.84117
C: 1.98262 1.05821 -2.90772
C: 1.62323 1.23358 -1.48249
N: 2.13884 0.13958 -0.70544
O: 1.79354 -2.22611 0.00343
S: 1.23235 -1.25289 -0.90571
H: 0.42304 -1.42368 2.19717
H: -0.74070 0.92498 0.27964
H: 0.85148 0.09823 3.72874
H: -0.93052 0.09374 4.07518
H: -0.16678 1.28297 3.05152
H: -1.69712 -2.55818 -0.15247
H: -2.71695 -2.88660 1.31760
H: -0.94554 -3.20066 1.28948
H: -3.73337 -0.64649 1.20226
H: -2.76241 0.84422 1.55248
H: -3.17708 -0.38060 2.86813
H: 1.47793 2.04933 -4.92136
H: 0.03300 1.68445 -3.78662
H: 1.04047 3.01110 -3.41509
H: 2.97931 1.43824 -3.09898
H: 1.80687 0.02854 -3.32009
H: 1.92813 2.08501 -1.00578
H: 0.59515 1.04451 -1.30209
H: 3.17026 0.01522 -0.74882

In elementary charge units, the Mulliken charges are: C -0.01; C -1.05; C 1.95; C -1.49; C -1.57; C -1.62; C -1.25; C 0.05; C -0.82; N -0.29; O -0.53; S 0.51; H 0.44; H 0.16; H 0.38; H 0.30; H 0.37; H 0.26; H 0.52; H 0.29; H 0.50; H 0.29; H 0.26; H 0.32; H 0.33; H 0.28; H 0.32; H 0.18; H 0.46; H 0.18; H 0.30



Which structure wins on stability? entry two wins.



Entry one
Entry from the OMol25 dataset: a single C4H9NOS2 molecule (ωB97M-V with the def2-TZVPD basis set).

Properties
* multiplicity: 1
* SMILES: COCC(=S)NSC

Element x y z (Å)
C: 1.84458 -1.05716 0.36012
C: 1.40865 1.10214 -0.58272
C: -0.13879 1.27503 -0.49065
C: -2.50103 -0.64424 0.74912
H: 1.88114 -2.10713 0.03460
H: 0.91606 -0.88820 0.94894
H: 2.73768 -0.78634 0.99089
H: 1.87244 1.44049 0.37343
H: 1.85060 1.73640 -1.41445
H: -0.11685 -0.36547 -1.61464
H: -1.69937 -1.30338 1.03959
H: -2.41638 0.27635 1.35015
H: -3.51380 -1.10541 0.98620
N: -0.75753 0.15427 -0.97184
O: 1.75431 -0.27035 -0.84734
S: -0.70385 2.70025 0.04381
S: -2.41787 -0.15724 -0.95521

In elementary charge units, the Mulliken charges are: C -0.61; C -0.45; C 0.24; C -0.70; H 0.25; H 0.26; H 0.30; H 0.33; H 0.31; H 0.30; H 0.23; H 0.23; H 0.32; N -0.21; O -0.45; S -0.29; S -0.04



Entry two
Entry from the OMol25 dataset: a single C4H9NOS2 molecule (ωB97M-V with the def2-TZVPD basis set).

Properties
* multiplicity: 1
* SMILES: CC(=O)NCCSS

Element x y z (Å)
S: -0.58298 1.75332 2.98376
S: -0.90846 0.14800 1.80140
C: 0.42507 0.21465 0.57831
C: -0.16988 0.46014 -0.86657
N: -0.34227 -0.73113 -1.68365
C: 0.59874 -1.19172 -2.59168
C: 2.04109 -0.84374 -2.53811
O: 0.19623 -2.10431 -3.30865
H: 0.46409 1.50022 3.78388
H: 1.00288 -0.69764 0.63900
H: 1.04942 1.11634 0.65998
H: 0.42141 1.20854 -1.39851
H: -1.18801 0.91633 -0.76799
H: -1.19865 -1.20092 -1.45800
H: 2.57524 -1.47970 -3.22321
H: 2.44827 -1.14211 -1.56633
H: 2.08177 0.20841 -2.78912

In elementary charge units, the Mulliken charges are: S -0.22; S -0.07; C -0.40; C -0.90; N -0.14; C 0.63; C -0.97; O -0.64; H 0.15; H 0.32; H 0.34; H 0.32; H 0.45; H 0.26; H 0.29; H 0.26; H 0.33



Which structure wins on stability? entry two wins.



Entry one
Entry from the OMol25 dataset: 2 unconnected molecules or ions with the total composition C2H7NO3 (ωB97M-V with the def2-TZVPD basis set).

Properties
* total charge: +1
* multiplicity: 2

Element x y z (Å)
O: -0.13043 1.47034 0.88039
C: -0.24260 0.35753 1.31732
O: -0.99732 -0.04957 2.30708
C: 0.56447 -0.79071 0.70232
N: 1.26876 -0.17164 -0.39225
H: -1.41112 0.74845 2.70400
H: 1.30118 -1.29181 1.32422
H: -0.14449 -1.53666 0.34361
H: 0.84339 0.02720 -1.31757
H: 1.83063 0.61877 -0.05323
H: -0.99509 -1.14983 -3.72120
H: 0.45494 -0.98548 -4.12248
O: -0.30846 -0.47185 -3.81136

In elementary charge units, the Mulliken charges are: O -0.49; C 0.65; O -0.39; C -0.43; N -0.05; H 0.39; H 0.31; H 0.31; H 0.33; H 0.35; H 0.34; H 0.34; O -0.67



Entry two
Entry from the OMol25 dataset: 2 unconnected molecules or ions with the total composition C2H7NO3 (ωB97M-V with the def2-TZVPD basis set).

Properties
* total charge: +1
* multiplicity: 2

Element x y z (Å)
N: 2.61839 0.48654 -0.81707
C: 1.32416 0.89545 -0.43074
O: 0.25222 0.08942 -0.97167
H: 2.75087 -0.28129 -1.47903
H: 3.38806 0.56892 -0.14973
H: 1.13435 1.90760 -0.81743
H: 1.23951 0.83084 0.66990
H: 0.79192 -0.32105 -1.67146
O: -3.94690 -1.06507 1.55079
C: -3.01517 -0.61833 0.96913
O: -1.73798 -0.67743 1.48807
H: -3.10525 -0.18938 -0.04001
H: -1.69417 -1.62623 1.69925

In elementary charge units, the Mulliken charges are: N -0.15; C -0.04; O -0.32; H 0.30; H 0.32; H 0.29; H 0.33; H 0.28; O -0.40; C 0.22; O -0.43; H 0.29; H 0.32



Which structure wins on stability? entry one wins.



Entry one
Entry from the OMol25 dataset: a molecular structure, C18H32BNO36S7 (ωB97M-V with the def2-TZVPD basis set).

Properties
* multiplicity: 1

Element x y z (Å)
N: -7.48874 -4.07755 1.90228
H: -7.87644 -3.57039 1.11961
H: -7.32940 -5.02432 1.58869
H: -8.25467 -4.04024 2.55960
H: -6.61786 -3.63963 2.16665
O: -2.84339 0.24276 1.62551
C: -1.98806 1.04882 1.24936
O: -0.77053 0.74952 0.86797
B: -0.04486 2.03894 0.71912
O: -0.79781 3.09697 1.42807
C: -2.11095 2.57979 1.62938
O: -3.07520 3.10063 2.18546
O: 1.37920 1.77293 1.35857
C: 2.33132 2.20222 0.54737
O: 3.53283 2.13341 0.82706
C: 1.65031 2.70266 -0.77871
O: 0.30642 2.51985 -0.59781
O: 2.26426 3.27676 -1.69711
C: 10.05976 -4.97677 1.11085
C: 9.21686 -6.21566 1.67404
O: 7.93979 -5.89029 1.06304
S: 7.88773 -4.48301 0.08779
O: 7.57699 -3.27925 0.86549
O: 7.11349 -4.79097 -1.13116
O: 9.55723 -4.60426 -0.14369
H: 11.06712 -5.39283 1.09564
H: 10.14056 -4.02342 1.63305
H: 9.23535 -6.12061 2.75972
H: 9.70123 -7.14659 1.37934
C: -0.50375 -5.65741 -0.72381
C: 0.45794 -4.65378 -1.32936
O: 1.32369 -4.37332 -0.22418
S: 1.02291 -5.23624 1.15579
O: 0.79577 -4.31529 2.29093
O: 2.00522 -6.33053 1.28919
O: -0.46215 -5.74064 0.59617
H: -0.40006 -6.62771 -1.20947
H: -1.46577 -5.30781 -1.09852
H: 0.00811 -3.68155 -1.53066
H: 0.92514 -5.17887 -2.16247
C: -5.06851 1.94430 8.21962
C: -6.52601 2.28440 8.78978
O: -7.34596 1.45310 8.00227
S: -6.68743 -0.07573 7.83200
O: -6.88170 -0.59502 6.47525
O: -6.92098 -0.97366 8.99608
O: -5.18002 0.52862 7.98853
H: -4.22359 2.15381 8.87561
H: -4.98852 2.58596 7.34214
H: -6.79618 3.31657 8.56677
H: -6.42680 1.98770 9.83392
C: -7.79366 8.09244 4.29618
C: -6.40603 8.43178 3.97334
O: -6.21348 8.30924 2.62595
S: -7.53927 8.12556 1.77843
O: -7.26052 7.16007 0.71288
O: -8.22709 9.36602 1.43046
O: -8.21764 7.45445 3.09834
H: -8.33980 9.00726 4.52627
H: -7.85043 7.39646 5.13313
H: -5.71361 7.71090 4.40807
H: -6.07155 9.32784 4.49612
C: 9.83448 1.74926 -2.63732
C: 10.61124 1.64273 -1.25023
O: 11.84367 2.30380 -1.60587
S: 12.23995 2.06348 -3.18661
O: 12.79174 0.70623 -3.44919
O: 13.00233 3.16712 -3.72861
O: 10.68464 2.12935 -3.63541
H: 8.99396 2.40763 -2.41785
H: 9.38729 0.89368 -3.14339
H: 10.92158 0.66084 -0.89291
H: 10.26057 2.28367 -0.44132
C: -5.14903 -0.20623 -4.11266
C: -6.42183 0.61237 -3.78412
O: -7.49869 -0.22509 -4.27849
S: -6.89355 -1.76888 -4.76830
O: -7.54092 -2.40173 -5.88111
O: -6.78512 -2.55674 -3.47695
O: -5.42154 -1.13918 -5.08725
H: -4.93329 -0.83627 -3.24975
H: -4.21741 0.34871 -4.22326
H: -6.49389 1.57228 -4.29548
H: -6.57816 0.72760 -2.71156
C: 3.60424 -0.88048 -7.76968
C: 3.06640 -1.16412 -6.37806
O: 1.70108 -1.59182 -6.44091
S: 1.15146 -1.38720 -8.04783
O: 0.78831 -0.01995 -8.26023
O: 0.31646 -2.49784 -8.55691
O: 2.71177 -1.53110 -8.63178
H: 4.60317 -1.27425 -7.95729
H: 3.78955 0.19249 -7.71954
H: 3.14023 -0.26019 -5.77344
H: 3.69861 -1.79859 -5.75689

In elementary charge units, the Mulliken charges are: N -0.50; H 0.37; H 0.38; H 0.38; H 0.37; O -0.66; C 0.61; O -0.37; B 0.88; O -0.43; C 0.53; O -0.60; O -0.44; C 0.69; O -0.65; C 0.53; O -0.49; O -0.60; C -0.49; C -0.21; O -0.34; S 1.12; O -0.50; O -0.51; O -0.31; H 0.33; H 0.34; H 0.26; H 0.31; C -0.36; C -0.20; O -0.30; S 1.07; O -0.50; O -0.51; O -0.32; H 0.32; H 0.29; H 0.27; H 0.24; C -0.26; C -0.34; O -0.32; S 1.06; O -0.50; O -0.51; O -0.31; H 0.30; H 0.26; H 0.33; H 0.29; C -0.22; C -0.32; O -0.29; S 1.10; O -0.51; O -0.52; O -0.33; H 0.26; H 0.28; H 0.26; H 0.31; C -0.22; C -0.19; O -0.34; S 1.12; O -0.54; O -0.52; O -0.30; H 0.24; H 0.29; H 0.21; H 0.26; C -0.45; C -0.15; O -0.34; S 1.09; O -0.50; O -0.56; O -0.29; H 0.31; H 0.39; H 0.28; H 0.22; C -0.28; C -0.27; O -0.30; S 1.05; O -0.50; O -0.51; O -0.34; H 0.33; H 0.26; H 0.28; H 0.29



Entry two
Entry from the OMol25 dataset: a molecular structure, C18H32BNO36S7 (ωB97M-V with the def2-TZVPD basis set).

Properties
* multiplicity: 1

Element x y z (Å)
N: -0.71922 -5.27788 -2.90665
H: -0.45398 -6.24840 -2.72443
H: -1.67026 -5.29030 -3.27933
H: -0.03755 -4.87236 -3.54969
H: -0.71102 -4.72510 -1.99853
O: -0.95892 -3.94131 -0.52179
C: -0.14798 -3.05495 -0.40579
O: 0.61085 -2.59850 -1.36168
B: 1.39240 -1.42104 -0.84317
O: 1.01861 -1.29112 0.56172
C: 0.06673 -2.17243 0.84754
O: -0.45993 -2.38386 1.89794
O: 2.81474 -1.64207 -1.10143
C: 3.20955 -0.91318 -2.15081
O: 4.20504 -1.03408 -2.77068
C: 2.07162 0.08174 -2.44565
O: 1.04549 -0.23488 -1.65430
O: 2.12956 0.93267 -3.27223
C: -2.75838 -0.23539 4.18260
C: -2.74606 -0.13906 2.63671
O: -3.86006 0.71748 2.33180
S: -5.00003 0.53175 3.41840
O: -5.64242 -0.71351 3.19399
O: -5.72952 1.70934 3.63716
O: -3.97109 0.31957 4.63947
H: -1.86098 0.13687 4.66924
H: -2.83273 -1.29562 4.44122
H: -3.01813 -1.14059 2.29152
H: -1.83204 0.20987 2.17274
C: 4.29023 -2.72686 1.59866
C: 5.77284 -3.06827 1.53351
O: 6.37973 -1.81284 1.18280
S: 5.63101 -0.62846 1.98720
O: 5.57198 0.49384 1.13079
O: 6.18683 -0.49537 3.27742
O: 4.21822 -1.34804 2.05278
H: 3.70998 -3.35639 2.27165
H: 3.76895 -2.63078 0.64743
H: 5.93504 -3.80537 0.75485
H: 6.13504 -3.35200 2.52326
C: 0.55560 2.17986 0.96363
C: 1.95805 2.02069 1.54596
O: 1.93823 2.76201 2.77321
S: 0.46296 3.29703 3.09025
O: 0.29717 4.57834 2.52002
O: 0.16092 3.07244 4.44144
O: -0.26584 2.22067 2.15040
H: 0.20209 1.34462 0.36258
H: 0.39751 3.08841 0.37598
H: 2.79594 2.34131 0.93472
H: 2.05045 0.94837 1.74600
C: -3.16942 -4.10716 3.30331
C: -3.02737 -5.57854 3.02710
O: -3.59213 -6.16050 4.23554
S: -4.74642 -5.20477 4.80262
O: -4.31876 -4.78254 6.08696
O: -6.04208 -5.71282 4.62727
O: -4.54093 -4.03085 3.72256
H: -2.96939 -3.45780 2.45614
H: -2.55469 -3.77632 4.14585
H: -2.03063 -5.98560 2.89674
H: -3.68592 -5.90340 2.21824
C: 5.29694 2.42808 -3.74220
C: 4.26462 2.80477 -4.82285
O: 5.01800 3.47117 -5.85921
S: 6.51643 3.79095 -5.41647
O: 6.58304 5.03702 -4.76882
O: 7.36242 3.47552 -6.49676
O: 6.59554 2.64181 -4.31192
H: 5.19273 1.43792 -3.31018
H: 5.22749 3.12240 -2.89270
H: 3.51155 3.53017 -4.53127
H: 3.83915 1.88938 -5.22821
C: -0.77540 4.67564 -2.36119
C: -1.24513 5.03477 -3.78138
O: -2.37345 5.88560 -3.55125
S: -3.21933 5.25943 -2.34661
O: -3.96380 4.14521 -2.79731
O: -3.87306 6.30952 -1.68846
O: -1.92510 4.83006 -1.52576
H: 0.07866 5.18516 -1.92153
H: -0.52591 3.61942 -2.39095
H: -1.56898 4.11987 -4.27404
H: -0.56589 5.66006 -4.34774
C: -2.87539 -0.04803 -0.73881
C: -2.89842 1.46057 -0.74758
O: -4.22420 1.80686 -1.10416
S: -5.24135 0.60991 -0.88081
O: -5.73524 0.05616 -2.08027
O: -6.17815 1.03648 0.07178
O: -4.18724 -0.47093 -0.30048
H: -2.15249 -0.43329 -0.02412
H: -2.78546 -0.53076 -1.71318
H: -2.21542 1.70345 -1.56985
H: -2.58664 2.01914 0.13153

In elementary charge units, the Mulliken charges are: N -0.38; H 0.40; H 0.39; H 0.38; H 0.25; O -0.97; C 0.90; O -0.85; B 1.79; O -0.37; C 0.58; O -0.66; O -0.83; C 0.30; O -0.58; C 0.54; O -0.42; O -0.58; C 0.13; C 0.58; O -0.18; S 1.09; O -0.54; O -0.55; O -0.39; H 0.33; H 0.00; H -0.14; H -0.34; C 0.16; C -0.43; O -0.34; S 1.09; O -0.52; O -0.56; O -0.13; H 0.34; H -0.16; H 0.33; H 0.35; C 0.12; C 0.06; O -0.37; S 1.16; O -0.56; O -0.57; O -0.20; H -0.08; H 0.09; H 0.41; H -0.05; C 0.09; C -0.26; O -0.36; S 1.14; O -0.56; O -0.53; O -0.23; H -0.13; H 0.21; H 0.30; H 0.33; C -0.10; C -0.05; O -0.37; S 1.07; O -0.53; O -0.53; O -0.34; H 0.16; H 0.22; H 0.25; H 0.22; C -0.02; C -0.42; O -0.38; S 1.09; O -0.50; O -0.57; O -0.21; H 0.37; H 0.05; H 0.31; H 0.31; C 0.35; C 0.18; O -0.27; S 1.04; O -0.61; O -0.51; O -0.30; H -0.75; H 0.42; H 0.14; H 0.27



Which structure wins on stability? entry two wins.